No. 1
Computed, not measured: a molecular structure, C15H19ClIrSi, with wB97M-V/def2-TZVPD.

Computed properties:
expectation value of S²	6.032
DFT total energy	-1436.71079	Ha
HOMO energy (alpha / beta)	-0.0947 / -0.0930	Eh
energy above the lowest of the compared OMol25 structures with the same formula, charge and spin	14.53	kcal per mole

```
! RIJCOSX wB97M-V def2-TZVPD def2/J DEFGRID3
* xyz -1 5
H -0.5161 -1.0610 -2.2775
H 1.2788 -1.7922 5.2213
C 1.4443 -0.7739 5.6274
C 0.6189 0.7196 -5.2527
H 0.8492 2.6199 5.7448
C 1.1871 1.8829 -4.6486
C -1.2543 -1.9314 -0.3042
H -2.1098 2.4806 -4.3894
H 1.6587 -2.9398 1.0770
Si 0.0480 0.3831 5.0534
H -0.0222 1.8279 7.1036
C -0.8037 0.8421 -5.1946
C -0.2902 -1.5858 -1.3487
H 2.4213 -0.4041 5.2923
C 0.0630 0.6619 3.2957
C -0.0166 2.0036 6.0153
H -2.3807 -0.3101 5.2618
H -1.2865 -1.7364 5.2067
Cl 0.0102 1.8841 0.5892
C 0.1228 0.5583 2.0058
Ir 0.1551 -0.4724 0.4378
H 1.9347 -1.9249 -1.4298
C -0.5373 -2.5506 0.7932
H -2.3184 -1.7462 -0.3496
C -1.1139 2.0812 -4.5539
H 1.4473 -0.8514 6.7245
H 2.2464 2.1061 -4.5696
C 0.1162 2.7221 -4.2126
H 0.2191 3.6925 -3.7371
H -1.5211 0.1343 -5.5988
H 1.1691 -0.0976 -5.7089
C -1.4111 -0.7055 5.5852
H -1.3880 -0.7370 6.6861
H -0.9470 -2.9874 1.7149
C 0.8529 -2.5635 0.4510
C 1.0028 -1.9976 -0.8902
H -0.9243 2.5606 5.7488
*
```

How is the electron density shared among the atoms? According to Mulliken, the charges in e are: 0.563, 0.275, -0.994, -0.561, 0.308, -0.526, -0.609, 0.383, 0.385, 0.157, 0.283, -0.597, -0.568, 0.312, 0.221, -0.955, 0.312, 0.278, -0.226, -0.152, 0.685, 0.400, -0.365, 0.397, -0.542, 0.277, 0.377, -0.571, 0.383, 0.383, 0.364, -0.978, 0.260, 0.402, -0.527, -0.539, 0.304

No. 2
Computed, not measured: 6 unconnected molecules or ions with the total composition C3H16O6S, with wB97M-V/def2-TZVPD.

Computed properties:
DFT total energy	-973.52695	Ha
HOMO energy	-0.0093	Eh
energy above the lowest of the compared OMol25 structures with the same formula, charge and spin	3.17	kcal per mole

```
! RIJCOSX wB97M-V def2-TZVPD def2/J DEFGRID3
* xyz -2 1
H -1.2421 2.9205 0.2478
S -0.5070 1.1868 3.6205
H -2.3908 0.7111 -1.4606
O -3.0983 0.1039 -1.6702
C 1.4940 1.0363 -0.0589
H 1.4996 -3.5596 0.8555
O -0.9981 -2.7210 -0.8218
H -1.3415 -2.0886 -0.1851
O -0.1071 -0.8929 -2.3232
H -0.7140 -2.0813 -1.6088
H -0.3466 2.4509 -0.9280
C 0.5832 0.6052 1.1002
H 1.7119 0.5752 3.0145
H 0.3855 0.2853 -1.6158
H 2.3697 0.3660 -0.1152
H 0.3552 -3.6279 -0.3025
O -1.0461 3.1079 -0.6771
O 0.7785 1.2042 -1.2637
H 1.9706 1.9988 0.1744
H 0.8140 -1.1125 -2.5218
C 0.9689 1.1651 2.4791
H 0.5232 -0.4852 1.1630
H 1.3118 2.1997 2.4076
H -0.4452 0.9293 0.9534
H -3.4521 -0.1486 -0.8121
O 0.9228 -4.1287 0.3486
*
```

How is the electron density shared among the atoms? According to Mulliken, the charges in e are: 0.327, -0.786, 0.360, -0.651, -0.745, 0.278, -0.794, 0.232, -1.012, 0.490, 0.424, 0.142, 0.271, 0.402, 0.312, 0.430, -0.723, -0.701, 0.395, 0.203, -0.811, 0.075, 0.235, 0.058, 0.294, -0.704

No. 3
Computed, not measured: a molecular structure, C29H25Br2N4O4PbS, with wB97M-V/def2-TZVPD.

Computed properties:
DFT total energy	-7378.49277	Ha
HOMO energy (alpha / beta)	-0.1247 / -0.0864	Eh

```
! RIJCOSX wB97M-V def2-TZVPD def2/J DEFGRID3
* xyz -1 1
H 0.0891 -5.7527 1.0626
C -5.4299 0.2025 -1.0386
C -3.7970 0.9715 -2.6420
C 1.9687 -1.7452 -0.4300
C -3.1174 0.5521 -0.3351
C -1.1817 -4.0678 1.2336
O 1.8535 -0.4773 -0.6272
C 2.3088 -4.5551 -0.0259
Br 2.6567 -6.4204 0.1950
C 1.0874 -3.9504 0.3320
H -3.5450 1.2786 -3.6489
C -3.2933 1.0917 2.8689
C -4.3429 1.1478 5.0696
C -2.8072 0.9353 -1.6553
C -5.3761 1.9394 4.5668
N -4.1640 -0.9540 -4.6051
H -4.3439 0.8565 6.1120
C 1.8264 3.4389 -0.4609
O 0.5433 1.5236 -1.8177
C -2.1383 0.6418 2.0375
C 3.3394 -3.8081 -0.5678
S 0.3685 2.3762 -0.5959
C 0.0102 -4.6842 0.8894
Br 4.6863 -1.5363 -1.5229
C 3.1665 -2.4398 -0.7617
H 0.6136 0.2304 4.5347
H 1.1604 -1.4560 4.5657
H -2.1705 -2.1595 1.2529
C -1.2735 -2.7190 1.0120
H -2.0064 -4.6234 1.6592
N -0.2781 -1.9859 0.4865
H -5.8723 0.6353 -3.0994
C 1.2176 -0.5169 4.0074
H 1.9952 3.9626 -1.4049
H 1.6787 4.1595 0.3468
C -4.3302 1.9144 2.3825
H -2.5107 0.1237 4.6433
H -1.4925 -0.9539 -0.3789
C -2.0309 0.4889 0.6937
H -0.8419 4.4152 -0.1923
H -0.4533 4.2108 -1.9285
H 4.2785 -4.2770 -0.8422
H -6.4438 -0.0945 -0.8028
C 0.7746 0.3812 1.9990
H -6.1576 2.9575 2.8415
H -1.8020 1.2232 -1.9300
N -1.6527 -0.8079 -4.2342
C -3.0212 -0.8876 -4.4365
H -1.2345 0.4372 2.6046
C -5.3660 2.3274 3.2263
H -1.7721 3.2665 -1.1882
C 0.9127 -2.5499 0.1326
C -3.3043 0.7344 4.2300
H -6.1777 2.2621 5.2185
C -1.1533 -0.5656 -2.9649
H -4.7227 -0.1852 0.9345
C -5.1082 0.6097 -2.3332
O 0.7161 -0.7472 2.7004
O 0.8324 1.3855 1.3918
H 2.6930 2.8135 -0.2335
H -4.3386 2.2656 1.3622
C -0.7852 3.7038 -1.0194
N -0.7378 -0.3631 -1.9041
C -4.4440 0.1666 -0.0482
Pb 0.0000 0.0000 0.0000
H 2.2671 -0.2023 3.9765
*
```

How is the electron density shared among the atoms? According to Mulliken, the charges in e are: 0.256, -1.050, -1.258, 0.989, 1.429, -1.338, -0.805, 0.058, -0.291, 0.341, 0.746, 0.320, -0.627, -1.035, -0.470, -0.570, 0.374, -1.269, -0.698, -0.678, -0.488, 1.158, -0.889, -0.242, -0.234, 0.321, 0.270, 0.485, -0.012, 0.432, -0.213, 0.353, -0.994, 0.408, 0.370, -0.175, 0.402, 0.379, 0.469, 0.443, 0.438, 0.385, 0.417, -0.270, 0.396, 1.214, -0.875, 0.483, -0.164, -0.722, 0.174, 0.036, -0.627, 0.373, 0.642, 0.578, -0.600, -0.057, -0.660, 0.339, 0.521, -1.244, -0.789, -0.720, 2.741, 0.326

No. 4
Computed, not measured: a molecular structure, C5H6FN, with wB97M-V/def2-TZVPD.

Computed properties:
DFT total energy	-348.55996	Ha
HOMO energy	-0.3453	Eh
energy above the lowest of the compared OMol25 structures with the same formula, charge and spin	108.10	kcal per mole

```
! RIJCOSX wB97M-V def2-TZVPD def2/J DEFGRID3
* xyz 0 1
H 0.5983 2.0501 -0.7827
F -0.7223 -2.1545 -0.0033
H 1.4438 -1.6948 1.0328
N -3.4199 0.0538 0.0310
C -0.0430 1.5546 -0.0225
C 0.1489 -0.0518 -0.2223
C -0.9735 -0.8954 -0.1246
H -1.0890 1.7342 -0.0259
H 2.4537 0.1567 0.4803
H 2.0080 -1.2794 -1.2966
H 0.4126 1.6732 0.9992
C 1.5607 -0.6840 0.0237
C -2.3783 -0.4626 -0.0890
*
```

How is the electron density shared among the atoms? According to Mulliken, the charges in e are: 0.282, -0.267, 0.244, -0.394, -1.109, 0.455, 0.393, 0.413, 0.286, 0.238, 0.283, -0.920, 0.095

Which value of DFT total energy does entry 2 give?
-973.52695 Ha